Record 1
{"formula": "C41H30F6I2MoN4O6S2Si", "method": "the ωB97M-V functional and the def2-TZVPD basis", "homo_ev": [-8.0, -8.0], "lumo_energy_ev": [-1.235, -1.195], "total_charge": 0, "energy_ha": -4599.6783, "symbols": ["Mo", "C", "N", "C", "C", "C", "C", "C", "N", "C", "C", "C", "C", "C", "C", "H", "H", "H", "H", "H", "H", "H", "H", "H", "H", "H", "I", "C", "C", "C", "I", "C", "C", "C", "C", "N", "C", "C", "O", "H", "H", "H", "H", "F", "C", "F", "F", "S", "O", "O", "N", "S", "O", "O", "C", "F", "F", "F", "O", "Si", "C", "C", "C", "C", "C", "C", "C", "C", "C", "C", "C", "C", "C", "C", "C", "C", "C", "C", "H", "H", "H", "H", "H", "H", "H", "H", "H", "H", "H", "H", "H", "H", "H"], "coordinates": [[0.4289, 0.4682, 1.1890], [3.0558, -1.2800, 1.9030], [2.4724, -0.0676, 1.2898], [3.2489, 0.8821, 0.8724], [2.6878, 2.1558, 0.6004], [3.2038, 3.3639, 0.1614], [2.1383, 4.2798, 0.2008], [1.0261, 3.5889, 0.6607], [1.3456, 2.3001, 0.9057], [3.9963, -2.0102, 0.9835], [5.3724, -1.8298, 1.0646], [6.2264, -2.4970, 0.1947], [5.7074, -3.3585, -0.7598], [4.3335, -3.5554, -0.8384], [3.4846, -2.8847, 0.0274], [2.2353, -1.9250, 2.1970], [3.5602, -0.9722, 2.8204], [4.3225, 0.7199, 0.7907], [4.2226, 3.5558, -0.1384], [2.1712, 5.3251, -0.0615], [0.0280, 3.9641, 0.8264], [5.7818, -1.1729, 1.8254], [7.2967, -2.3518, 0.2718], [6.3711, -3.8860, -1.4335], [3.9234, -4.2397, -1.5709], [2.4153, -3.0525, -0.0217], [1.4284, -0.3862, 6.2732], [-0.0131, 0.8002, 5.3822], [-0.9212, 1.5429, 6.1781], [-1.9212, 2.2894, 5.6267], [-3.2112, 3.3406, 6.8769], [-2.0671, 2.3529, 4.2110], [-3.0496, 3.0602, 3.4919], [-3.0587, 3.0195, 2.1221], [-2.0811, 2.2807, 1.4432], [-1.1540, 1.6127, 2.0977], [-1.1410, 1.6287, 3.4516], [-0.1261, 0.8219, 4.0219], [0.6375, 0.1524, 3.1630], [-0.8121, 1.5006, 7.2531], [-3.7969, 3.6285, 4.0302], [-3.8080, 3.5453, 1.5480], [-2.0594, 2.2269, 0.3609], [-4.6405, -3.1101, 1.5465], [-4.3617, -2.4213, 2.6530], [-4.3309, -3.2503, 3.6888], [-5.3211, -1.5168, 2.8483], [-2.7712, -1.5184, 2.4629], [-2.8785, -0.8111, 1.2152], [-2.6141, -0.7577, 3.6660], [-1.8135, -2.7696, 2.3999], [-0.4473, -2.9162, 1.7175], [0.0197, -1.7323, 0.9799], [0.5453, -3.5511, 2.5241], [-0.7939, -4.1208, 0.3624], [-0.8739, -5.3430, 0.8743], [-1.9294, -3.8294, -0.2547], [0.2061, -4.0890, -0.5237], [-0.1702, 0.3864, -0.5593], [-0.6736, 0.2686, -2.1442], [-1.8898, -1.0994, -2.4169], [-3.1501, -1.0799, -1.8111], [-4.1017, -2.0385, -2.1214], [-3.8065, -3.0360, -3.0425], [-2.5599, -3.0749, -3.6499], [-1.6109, -2.1087, -3.3416], [0.8856, 0.0684, -3.1342], [1.9947, -0.5989, -2.6101], [3.1655, -0.7246, -3.3444], [3.2412, -0.1888, -4.6233], [2.1474, 0.4746, -5.1629], [0.9820, 0.6054, -4.4200], [-1.4514, 1.9262, -2.5036], [-2.7562, 2.0813, -2.9730], [-3.2912, 3.3468, -3.1888], [-2.5264, 4.4757, -2.9369], [-1.2220, 4.3413, -2.4740], [-0.6925, 3.0778, -2.2634], [-3.3902, -0.3201, -1.0755], [-5.0707, -2.0147, -1.6379], [-4.5490, -3.7879, -3.2803], [-2.3272, -3.8557, -4.3637], [-0.6405, -2.1461, -3.8258], [1.9540, -1.0217, -1.6113], [4.0168, -1.2392, -2.9158], [4.1543, -0.2851, -5.1981], [2.2049, 0.8967, -6.1586], [0.1413, 1.1447, -4.8455], [-3.3665, 1.2069, -3.1709], [-4.3066, 3.4501, -3.5513], [-2.9424, 5.4610, -3.1080], [-0.6180, 5.2205, -2.2832], [0.3288, 2.9873, -1.9057]]}


Record 2
{"formula": "C41H32Cl5FeN7O4S", "method": "the ωB97M-V functional and the def2-TZVPD basis", "homo_ev": [-4.8, -7.1], "lumo_energy_ev": [0.029, -2.363], "total_charge": 0, "multiplicity": 5, "energy_ha": -6228.5123, "symbols": ["Fe", "S", "N", "C", "C", "C", "C", "C", "N", "C", "C", "N", "C", "C", "C", "C", "C", "N", "H", "H", "H", "H", "H", "H", "C", "O", "C", "C", "C", "C", "C", "C", "N", "C", "N", "C", "C", "C", "C", "C", "C", "O", "C", "N", "C", "C", "C", "C", "C", "C", "O", "C", "H", "H", "H", "H", "H", "H", "H", "H", "H", "H", "H", "H", "H", "H", "H", "H", "H", "H", "H", "H", "H", "H", "Cl", "C", "C", "C", "Cl", "C", "O", "C", "Cl", "C", "H", "H", "Cl", "C", "Cl", "H", "H"], "coordinates": [[0.8341, -1.9390, -0.7578], [6.9054, -6.1249, -1.3014], [6.1392, -5.5524, 0.0852], [5.1514, -4.8307, -0.3960], [4.0983, -4.2914, 0.4606], [4.0308, -4.3861, 1.8539], [2.9701, -3.8053, 2.5528], [2.0072, -3.1621, 1.7890], [2.0414, -3.0088, 0.4696], [3.0985, -3.5366, -0.2512], [2.9869, -3.4792, -1.7022], [1.8695, -2.8497, -2.1980], [1.7171, -2.8357, -3.5400], [2.5632, -3.5516, -4.4157], [3.7143, -4.2047, -3.9140], [3.9742, -4.1093, -2.5324], [5.0043, -4.7979, -1.8771], [6.0129, -5.4763, -2.4765], [4.8619, -4.9045, 2.4019], [2.8892, -3.7281, 3.6601], [1.1897, -2.6972, 2.2640], [0.9407, -2.2148, -3.9127], [2.2790, -3.5811, -5.4432], [4.5275, -4.5913, -4.5328], [-6.7590, -1.0861, -2.7261], [-5.5506, -0.8750, -2.0470], [-5.1866, 0.3840, -1.6890], [-6.0356, 1.5409, -1.7035], [-5.5292, 2.8011, -1.4307], [-4.3016, 2.9902, -0.8196], [-3.5231, 1.8634, -0.6668], [-3.8804, 0.5767, -1.1796], [-3.0370, -0.5333, -1.0716], [-1.6862, -0.5182, -0.8250], [-1.0186, 0.5093, -1.4511], [0.2996, 0.8864, -1.1567], [1.2451, -0.1373, -0.8405], [2.4750, 0.1873, -0.3998], [2.9722, 1.4836, -0.6539], [2.1103, 2.5114, -0.8934], [0.7467, 2.1938, -1.1174], [-0.2248, 3.1042, -1.1582], [0.2957, 4.4317, -1.4029], [-1.0513, -1.5224, -0.2473], [-1.7558, -2.5102, 0.5986], [-2.0938, -3.7568, -0.0012], [-2.7228, -4.7257, 0.8096], [-2.9872, -4.4844, 2.1485], [-2.6572, -3.2727, 2.7115], [-2.1142, -2.1878, 1.9758], [-1.7785, -1.0449, 2.5907], [-2.7957, -0.0834, 2.6960], [-6.8540, -0.4556, -3.6165], [-7.6057, -0.8986, -2.0279], [-6.8550, -2.0715, -3.1058], [-6.9511, 1.5566, -2.3595], [-6.0560, 3.6253, -1.8458], [-3.9723, 3.9626, -0.4209], [-2.5571, 1.8884, -0.1328], [-3.4914, -1.4441, -1.1782], [-1.4960, 1.1640, -2.0129], [3.1136, -0.6139, -0.0404], [4.0772, 1.6157, -0.9030], [2.3780, 3.5347, -0.6706], [0.5145, 4.9313, -0.4692], [-0.4235, 4.9500, -2.0135], [1.1565, 4.4600, -2.0703], [-1.8021, -3.8209, -1.0576], [-3.0516, -5.7410, 0.4216], [-3.5091, -5.2243, 2.7694], [-2.9198, -2.9734, 3.6676], [-3.7047, -0.4828, 3.2261], [-3.0916, 0.2778, 1.7037], [-2.4212, 0.7715, 3.2852], [2.7049, 6.2380, 4.4751], [1.3248, 5.1429, 4.5153], [1.3605, 3.9586, 3.8006], [0.3524, 3.0190, 3.9866], [0.0259, 1.8634, 2.7870], [-0.6758, 3.2855, 4.9897], [-1.3877, 2.4315, 5.5119], [-0.7035, 4.6179, 5.6451], [-2.0048, 4.9816, 6.6756], [0.2922, 5.5004, 5.3995], [2.1945, 3.7787, 3.0934], [0.3963, 6.4538, 5.9796], [6.6899, 6.5907, -3.7546], [5.2565, 7.0406, -2.8266], [3.9507, 5.7680, -2.7442], [4.8851, 7.9787, -3.2086], [5.5986, 7.2716, -1.8096]]}